The following is a DFT calculation (wB97M-V/def2-TZVPD) of a 2-piece molecular cluster, C4H11NS2 overall.

Kohn-Sham gap (spin up / spin down): 0.1931 / 0.1512 Eh
Charge: +1
LUMO level (spin up / spin down): -8.2 / -8.9 eV
Expectation value of S²: 1.077
Multiplicity: 2
E_HOMO (spin up / spin down): -0.494 / -0.480 hartree

Cartesian coordinates (Å):
N1 -0.4638 -0.1829 -2.4181
C1 -0.8478 -0.8046 -1.1327
C2 -2.0492 -0.0170 -0.4929
C3 0.4066 -0.8622 -0.1302
S1 1.8365 -1.3723 -1.0453
S2 -0.0428 1.4595 2.3274
C4 1.7450 1.1005 2.3553
H1 0.4702 -0.5127 -2.6364
H2 -0.5579 0.8678 -2.4761
H3 -1.1659 -1.7721 -1.4261
H4 -1.5905 0.3891 0.5095
H5 -2.9263 -0.6818 -0.4156
H6 -2.2314 0.7419 -1.2535
H7 0.2614 -1.6235 0.6652
H8 0.6452 0.1349 0.3615
H9 1.9554 0.4562 3.1931
H10 2.2202 0.6450 1.4377
H11 2.3351 2.0340 2.5772

***

The following is a DFT calculation (wB97M-V/def2-TZVPD) of a 2-piece molecular cluster, C4H7NOSi overall.

Kohn-Sham gap: 0.3461 Eh
LUMO level: 0.3 eV
E_HOMO: -0.336 hartree

Cartesian coordinates (Å):
C1 2.8585 -0.9406 -0.0085
C2 3.2163 0.3684 0.2424
C3 1.0912 0.2456 -0.0162
C4 -1.8131 -0.8265 0.1949
N1 1.4964 -0.9685 -0.1038
O1 2.0827 1.1221 0.2270
Si1 -0.7103 0.6910 0.3432
H1 3.2972 -1.8221 0.1466
H2 4.2286 0.7221 0.4452
H3 -1.5879 -1.8121 -0.3275
H4 -1.7185 -1.1715 1.2721
H5 -2.7326 -0.3186 -0.0978
H6 -1.5117 1.9042 -1.3292
H7 -0.6092 1.2857 1.6476

***

The following is a DFT calculation (wB97M-V/def2-TZVPD) of CH2OS3 as an isolated structure.

Kohn-Sham gap (spin up / spin down): 0.2428 / 0.2428 Eh
LUMO level (spin up / spin down): -2.6 / -2.6 eV
E_HOMO (spin up / spin down): -0.338 / -0.338 hartree

Cartesian coordinates (Å):
C1 0.3961 0.3866 0.4854
O1 1.5502 -2.2971 -0.0137
S1 3.6307 -0.4829 -0.4506
S2 0.2937 -0.3082 1.9443
S3 1.8420 -0.9904 -0.5812
H1 -0.2284 -0.0117 -0.2928
H2 0.7729 1.4894 0.4439

***

Taking the records one at a time from the top gives energy above the lowest of the compared OMol25 structures with the same formula, charge and spin values of 4.685 4.386 1.454 eV.
Taking the records one at a time from the top gives maximum force values of 0.0636 0.0938 0.0677 Eh/bohr.